{"formula": "H24O12", "method": "ωB97M-V/def2-TZVPD", "symbols": ["O", "O", "O", "O", "O", "O", "O", "O", "O", "O", "O", "O", "H", "H", "H", "H", "H", "H", "H", "H", "H", "H", "H", "H", "H", "H", "H", "H", "H", "H", "H", "H", "H", "H", "H", "H"], "positions_angstrom": [[2.203, 0.458, -1.235], [-2.465, -2.025, -0.072], [-0.824, 1.816, -2.678], [5.376, -1.421, 0.782], [2.681, -0.095, 3.328], [-0.879, 2.784, -0.150], [1.266, -4.099, -0.067], [0.223, -0.300, -0.392], [-2.194, 2.243, 3.624], [-2.613, -2.344, -3.033], [-4.678, -0.416, 2.136], [1.731, 4.525, -1.692], [-0.168, 3.314, -0.529], [2.116, -0.538, 3.971], [-4.567, 0.506, 1.878], [4.681, -1.946, 0.370], [5.872, -2.058, 1.307], [-2.144, 2.167, 2.665], [1.834, -3.351, 0.150], [1.594, 0.255, -1.955], [1.527, 3.595, -1.845], [-2.768, -2.856, -3.835], [2.297, 4.515, -0.912], [-2.347, 1.340, 3.924], [-3.778, -0.759, 2.174], [-0.421, 2.128, 0.387], [0.514, -1.003, 0.201], [-2.083, -2.552, -0.783], [-0.985, 2.623, -2.176], [-0.565, 2.131, -3.551], [-3.283, -2.486, 0.147], [2.831, 1.076, -1.626], [-0.717, -0.207, -0.202], [2.064, 0.392, 2.770], [1.767, -4.590, -0.727], [-3.097, -2.823, -2.351]], "gap_ha": 0.3977, "charge": 0, "smiles": "O.O.O.O.O.O.O.O.O.O.O.O", "e_lumo_ev": -0.07, "homo_ev": -10.9, "energy_ha": -917.2071, "e_above_lowest_kj_mol": 310.5}

{"formula": "H24O12", "method": "ωB97M-V/def2-TZVPD", "symbols": ["O", "O", "O", "O", "O", "O", "O", "O", "O", "O", "O", "O", "H", "H", "H", "H", "H", "H", "H", "H", "H", "H", "H", "H", "H", "H", "H", "H", "H", "H", "H", "H", "H", "H", "H", "H"], "positions_angstrom": [[-1.531, 0.164, -4.289], [-2.624, -3.243, -0.298], [-0.387, 1.383, 4.640], [1.852, 1.244, 2.594], [-0.476, -1.930, 1.329], [-0.936, 2.052, -2.470], [-0.477, -3.031, -3.649], [4.661, 0.413, -1.562], [3.241, -1.605, -2.447], [-0.386, 0.854, -0.032], [-0.209, 3.138, 2.439], [-2.280, 0.425, 2.883], [-3.501, -3.634, -0.329], [-0.692, 0.183, 0.599], [0.489, 0.999, 4.534], [3.185, -2.056, -3.292], [0.061, -2.237, -3.521], [-0.367, -1.930, 2.281], [4.128, -1.779, -2.098], [4.130, 0.561, -2.361], [-2.805, -2.329, -0.029], [-0.892, -2.988, -2.775], [-0.077, 3.591, 3.275], [3.908, 0.167, -1.011], [-1.357, -2.271, 1.139], [0.023, 2.211, 2.568], [1.829, 1.857, 1.855], [-2.422, 1.332, 2.569], [2.237, 1.696, 3.364], [-1.066, 2.416, -3.354], [-0.813, 1.634, 0.338], [-1.560, -0.787, -4.046], [-1.009, 1.075, 3.963], [-0.817, 0.356, -3.665], [-3.059, 0.234, 3.412], [-0.001, 1.832, -2.557]], "gap_ha": 0.3952, "charge": 0, "smiles": "O.O.O.O.O.O.O.O.O.O.O.O", "e_lumo_ev": -0.10, "homo_ev": -10.9, "energy_ha": -917.2219, "e_above_lowest_kj_mol": 271.5}

{"formula": "H24O12", "method": "ωB97M-V/def2-TZVPD", "symbols": ["O", "O", "O", "O", "O", "O", "O", "O", "O", "O", "O", "O", "H", "H", "H", "H", "H", "H", "H", "H", "H", "H", "H", "H", "H", "H", "H", "H", "H", "H", "H", "H", "H", "H", "H", "H"], "positions_angstrom": [[5.387, 0.111, 1.088], [1.902, -3.145, -0.310], [0.164, -0.680, 0.044], [-2.522, -2.986, -1.220], [1.797, 3.606, 0.823], [2.892, 1.986, -0.694], [2.919, -1.581, 1.451], [-2.674, -0.896, 1.957], [-4.924, 1.276, -0.800], [-3.943, 0.200, 3.176], [-1.147, 2.709, -1.906], [0.626, -1.160, -2.958], [4.951, 0.004, 0.235], [-4.346, 0.427, 2.330], [0.074, -1.270, -3.740], [0.064, -1.450, -2.231], [2.611, 3.291, 1.231], [2.770, -1.805, 2.377], [2.524, -2.541, -0.731], [1.063, -2.958, -0.746], [-1.270, 1.754, -1.947], [-2.348, -0.465, 1.159], [2.733, 1.248, -0.094], [-1.936, 3.066, -2.328], [-0.634, -0.537, 0.566], [-5.619, 1.456, -1.443], [5.644, -0.785, 1.334], [-3.581, 1.035, 3.495], [3.850, -1.336, 1.416], [2.089, 4.009, -0.003], [2.216, 1.885, -1.373], [-4.169, 1.011, -1.337], [-3.059, -2.208, -1.412], [0.676, 0.127, 0.172], [-2.289, -0.382, 2.675], [-2.493, -3.018, -0.257]], "gap_ha": 0.3538, "charge": 0, "smiles": "O.O.O.O.O.O.O.O.O.O.O.O", "e_lumo_ev": -0.46, "homo_ev": -10.1, "energy_ha": -917.1573, "e_above_lowest_kj_mol": 441.3}

{"formula": "H24O12", "method": "ωB97M-V/def2-TZVPD", "symbols": ["O", "O", "O", "O", "O", "O", "O", "O", "O", "O", "O", "O", "H", "H", "H", "H", "H", "H", "H", "H", "H", "H", "H", "H", "H", "H", "H", "H", "H", "H", "H", "H", "H", "H", "H", "H"], "positions_angstrom": [[2.361, -2.916, 0.886], [1.461, 1.993, 0.310], [-2.768, -0.804, 1.834], [3.383, -0.169, 1.121], [-1.866, 2.156, 1.783], [1.407, 1.961, -2.335], [2.035, -0.753, -2.595], [0.304, -0.371, -0.041], [-1.060, 1.699, -0.933], [-2.379, -1.296, -1.209], [-3.806, 0.989, -0.167], [-0.313, -2.080, 2.003], [0.271, -2.091, 2.794], [-1.760, 1.840, 0.894], [2.950, -3.446, 0.337], [-1.821, -0.719, 1.960], [2.184, 1.870, 0.909], [-3.198, -0.632, 2.685], [-2.741, 1.831, 1.904], [2.926, 0.339, 1.820], [1.806, 1.098, -2.344], [-3.265, 0.206, 0.013], [-1.152, 1.011, -1.690], [2.162, -1.633, -2.946], [-0.156, 1.999, -0.791], [-2.319, -1.392, -2.158], [0.090, -1.377, 1.464], [0.645, 1.949, -2.895], [0.950, 0.257, 0.308], [4.280, 0.054, 1.331], [-0.425, 0.208, -0.191], [1.781, 2.092, -0.561], [-3.972, 1.041, -1.120], [-1.864, -1.975, -0.814], [2.665, -2.072, 0.584], [1.203, -0.868, -2.150]], "gap_ha": 0.3604, "charge": 0, "smiles": "O.O.O.O.O.O.O.O.O.O.O.O", "e_lumo_ev": -0.21, "homo_ev": -10.0, "energy_ha": -917.2410, "e_above_lowest_kj_mol": 221.4}